Density functional theory data (wB97M-V/def2-TZVPD) for a structure of composition C48H62BF5N8OS5V at a distorted geometry.

The geometry in XYZ format:
```
131
Properties=species:S:1:pos:R:3:mulliken_charge:R:1
V -1.553 0.149 -0.350 0.023
C 3.158 -2.353 -1.068 -0.793
C 2.879 -1.155 -0.219 0.260
C 3.834 -0.602 0.581 -0.703
C 3.508 0.510 1.397 -0.036
N 2.316 1.028 1.371 0.102
N 1.375 0.518 0.575 0.173
B -0.048 1.135 0.656 0.810
N -0.080 2.570 0.113 0.735
N 1.046 3.182 -0.219 -0.779
C 1.017 4.413 -0.660 0.054
C -0.206 5.095 -0.815 -0.637
C -1.381 4.470 -0.489 0.083
C -2.727 5.072 -0.725 -1.919
C -1.303 3.148 0.024 1.648
S -2.666 2.225 0.470 -0.688
C 2.368 5.079 -0.904 2.266
C 2.660 5.938 0.339 -1.433
C 3.469 4.027 -1.061 -1.666
C 2.320 5.967 -2.149 -2.017
N -0.422 1.223 2.170 0.411
N -0.031 2.308 2.829 0.050
C -0.311 2.445 4.095 -0.043
C -0.962 1.409 4.801 -0.705
C -1.392 0.299 4.133 0.279
C -2.139 -0.803 4.814 -1.820
C -1.156 0.237 2.731 0.722
S -1.803 -0.971 1.718 -0.992
C 0.043 3.767 4.761 2.637
C -1.269 4.462 5.158 -1.832
C 0.798 4.670 3.782 -1.693
C 0.899 3.505 6.007 -1.788
C 1.579 -0.568 -0.208 -0.092
S 0.273 -1.207 -1.087 -0.113
C 4.517 1.099 2.367 2.336
C 3.956 2.347 3.050 -1.681
C 4.830 0.045 3.441 -1.895
C 5.803 1.481 1.621 -1.632
H 4.088 -2.834 -0.766 0.373
H 3.234 -2.068 -2.119 0.458
H 2.329 -3.057 -0.987 -0.772
H 4.826 -1.034 0.604 0.408
H -0.228 6.103 -1.208 0.312
H -2.654 6.125 -0.998 0.451
H -3.359 4.955 0.154 0.374
H -3.214 4.522 -1.534 0.250
H 2.784 5.299 1.216 0.046
H 1.834 6.626 0.535 0.346
H 3.571 6.524 0.200 0.490
H 3.480 3.357 -0.203 0.012
H 4.443 4.515 -1.149 0.522
H 3.300 3.422 -1.953 0.371
H 1.644 6.813 -2.013 0.359
H 1.985 5.399 -3.019 0.383
H 3.312 6.367 -2.360 0.461
H -1.143 1.505 5.865 0.398
H -2.473 -0.489 5.801 0.391
H -1.501 -1.684 4.914 0.269
H -2.996 -1.095 4.208 0.357
H -1.920 4.567 4.288 0.295
H -1.058 5.457 5.554 0.485
H -1.807 3.897 5.922 0.380
H 0.195 4.847 2.891 0.253
H 1.728 4.201 3.462 0.022
H 1.021 5.630 4.252 0.554
H 0.307 3.058 6.808 0.372
H 1.315 4.443 6.381 0.483
H 1.726 2.830 5.777 0.261
H 2.992 2.136 3.512 0.144
H 3.813 3.154 2.329 0.156
H 4.657 2.683 3.817 0.467
H 3.909 -0.281 3.930 0.340
H 5.487 0.471 4.202 0.497
H 5.324 -0.830 3.015 0.340
H 5.592 2.246 0.872 0.204
H 6.254 0.624 1.119 0.351
H 6.530 1.882 2.330 0.474
C -5.260 -3.864 -2.193 -1.589
C -4.045 -3.295 -2.927 1.160
C -4.476 -2.482 -4.146 -1.595
C -3.237 -2.395 -1.983 -1.467
H -5.775 -4.617 -2.791 0.412
H -5.967 -3.062 -1.972 0.317
H -4.959 -4.322 -1.249 0.335
H -3.414 -4.121 -3.273 0.212
H -5.179 -1.700 -3.856 0.208
H -4.967 -3.128 -4.875 0.448
H -3.625 -2.006 -4.638 0.424
H -3.916 -1.784 -1.390 1.036
H -2.532 -1.740 -2.504 0.364
C 0.424 -4.574 1.346 -0.606
C -0.108 -5.987 1.110 -0.447
C -1.355 -5.994 0.228 -1.045
N -1.055 -5.540 -1.125 -0.140
C -1.342 -4.336 -1.603 0.651
S -2.360 -3.299 -0.669 -0.459
N -0.881 -3.886 -2.793 0.402
C -0.240 -4.525 -3.891 0.077
O -0.538 -4.150 -4.991 -0.545
C 0.798 -5.545 -3.632 -0.574
C 0.857 -6.674 -4.448 -0.643
C 1.829 -7.634 -4.231 -0.601
C 2.769 -7.462 -3.224 -0.569
C 2.746 -6.315 -2.441 -0.434
C 1.767 -5.357 -2.642 0.459
H 1.270 -4.595 2.033 0.497
H -0.346 -3.924 1.767 0.148
H 0.759 -4.109 0.416 -0.113
H -0.375 -6.448 2.062 0.395
H 0.667 -6.609 0.651 0.317
H -2.099 -5.329 0.657 0.569
H -1.780 -6.997 0.166 0.362
H -0.361 -6.070 -1.629 0.244
H -1.265 -2.989 -3.074 0.069
H 0.124 -6.787 -5.237 0.505
H 1.855 -8.523 -4.847 0.413
H 3.535 -8.209 -3.066 0.403
H 3.492 -6.166 -1.671 0.479
H 1.760 -4.445 -2.056 0.956
F -7.210 1.394 -4.689 -0.333
C -5.973 1.322 -4.188 0.908
C -5.756 0.836 -2.914 -0.236
F -6.793 0.429 -2.170 -0.370
C -4.470 0.740 -2.418 -0.404
F -4.342 0.165 -1.207 -0.596
C -3.333 1.133 -3.137 1.081
S -1.697 1.024 -2.579 -0.527
C -3.603 1.620 -4.429 -0.028
F -2.590 2.017 -5.200 -0.337
C -4.878 1.704 -4.947 0.169
F -5.077 2.160 -6.188 -0.331
```

Properties
Energy relative to the best compared isomer or geometry (same formula, charge and spin) = 52.76 kcal per mole
Energy = -158879.9432 eV
LUMO energy (alpha / beta) = -1.0 / -1.0 eV
Multiplicity = 4
Net charge = 0
M = 1084.16 g mol⁻¹
Highest occupied orbital energy (alpha / beta) = -5.262 / -5.576 eV
Kohn-Sham gap (alpha / beta) = 4.29 / 4.62 eV

***

Density functional theory data (wB97M-V/def2-TZVPD) for a structure of composition C10H30BrCuN6O4 at a distorted geometry.

The geometry in XYZ format:
```
52
Properties=species:S:1:pos:R:3:nbo_charge:R:1
Cu 15.324 23.745 -7.327 1.344
Br 16.484 26.056 -7.517 -0.663
C 16.039 23.498 -4.051 0.808
O 15.839 23.614 -5.263 -0.781
N 15.747 22.348 -3.389 -0.826
N 16.491 24.547 -3.300 -0.819
H 15.433 21.542 -3.900 0.419
H 15.851 22.322 -2.391 0.400
H 16.876 25.357 -3.757 0.424
H 16.978 24.300 -2.451 0.389
C 14.042 20.802 -6.512 0.811
O 14.577 21.794 -7.005 -0.767
N 12.698 20.613 -6.523 -0.815
N 14.800 19.882 -5.850 -0.853
H 12.266 19.796 -6.130 0.407
H 12.138 21.215 -7.096 0.414
H 15.791 19.831 -6.054 0.439
H 14.363 19.119 -5.362 0.397
C 18.052 21.783 -9.702 -0.630
C 17.437 21.534 -8.331 -0.080
C 18.379 20.715 -7.480 -0.076
O 17.732 20.427 -6.231 -0.580
C 18.337 19.348 -5.543 -0.256
N 17.258 22.883 -7.680 -0.877
H 17.649 22.689 -10.154 0.234
H 17.863 20.968 -10.402 0.232
H 19.136 21.885 -9.620 0.216
H 16.447 21.087 -8.370 0.216
H 19.359 21.156 -7.284 0.190
H 18.499 19.725 -7.945 0.185
H 19.362 19.579 -5.240 0.188
H 18.405 18.478 -6.213 0.174
H 17.718 19.084 -4.689 0.192
H 18.059 23.453 -7.938 0.403
H 17.300 22.810 -6.662 0.409
C 12.932 26.429 -8.326 -0.645
C 13.176 25.987 -6.890 -0.094
C 11.989 26.276 -5.960 -0.074
O 12.367 25.976 -4.624 -0.553
C 13.085 26.997 -3.974 -0.257
N 13.452 24.528 -6.813 -0.871
H 12.075 27.095 -8.406 0.223
H 12.864 25.612 -9.046 0.211
H 13.806 26.982 -8.679 0.254
H 13.978 26.555 -6.427 0.235
H 11.164 25.583 -6.147 0.183
H 11.654 27.312 -6.063 0.190
H 13.227 26.729 -2.931 0.201
H 12.586 27.970 -4.045 0.177
H 14.085 27.153 -4.405 0.166
H 12.750 24.030 -7.355 0.377
H 13.262 24.303 -5.833 0.409
```

Properties
Energy relative to the best compared isomer or geometry (same formula, charge and spin) = 0.00 kcal per mole
Energy = -142667.0223 eV
LUMO energy (alpha / beta) = -2.3 / -4.0 eV
Multiplicity = 2
Net charge = +1
M = 441.84 g mol⁻¹
Highest occupied orbital energy (alpha / beta) = -11.372 / -11.280 eV
Kohn-Sham gap (alpha / beta) = 9.06 / 7.33 eV

***

Density functional theory data (wB97M-V/def2-TZVPD) for a cluster of 5 separate species, C24H47N5O2 in total at a distorted geometry.

The geometry in XYZ format:
```
78
Properties=species:S:1:pos:R:3:mulliken_charge:R:1
C -0.855 -5.411 -2.764 -1.890
C -1.138 -4.726 -1.409 1.600
C -2.138 -3.625 -1.696 -1.245
C -1.769 -5.691 -0.434 -1.189
C -1.857 -5.159 1.019 -0.579
C -0.478 -4.618 1.519 -1.091
C 0.199 -3.726 0.534 2.013
C -0.397 -2.292 0.623 -1.494
C 1.722 -3.669 0.909 -1.980
N 0.159 -4.249 -0.844 0.069
O 0.782 -3.296 -1.692 -0.485
H -0.403 -4.743 -3.492 0.361
H -0.191 -6.263 -2.598 0.429
H -1.807 -5.757 -3.197 0.413
H -1.652 -2.672 -1.860 0.147
H -2.778 -3.761 -2.613 0.385
H -2.862 -3.433 -0.914 0.288
H -2.807 -5.972 -0.817 0.282
H -1.217 -6.627 -0.457 0.418
H -2.573 -4.333 1.119 0.298
H -2.224 -6.023 1.655 0.360
H 0.240 -5.451 1.782 0.362
H -0.688 -4.074 2.429 0.271
H -1.474 -2.450 0.807 0.254
H -0.137 -1.620 -0.189 -0.003
H 0.001 -1.872 1.547 0.488
H 1.798 -3.037 1.814 0.299
H 2.197 -3.137 0.117 0.425
H 2.129 -4.635 0.979 0.558
H 0.148 -2.718 -2.105 0.262
C 0.856 3.094 3.247 -1.662
C 0.909 3.118 1.735 0.805
C -0.539 3.371 1.267 -1.439
C 1.799 4.284 1.289 -1.085
C 3.264 3.926 1.429 -0.681
C 3.569 2.620 0.659 -1.316
C 2.712 1.414 1.060 1.710
C 2.820 0.273 0.000 -1.711
C 3.260 0.862 2.442 -1.733
N 1.343 1.943 1.023 0.621
O 0.464 0.817 1.405 -0.137
H 0.314 4.005 3.509 0.519
H 0.175 2.337 3.637 0.402
H 1.834 3.097 3.748 0.304
H -0.614 3.328 0.195 -0.002
H -1.137 2.554 1.737 0.360
H -0.808 4.395 1.627 0.440
H 1.612 4.638 0.299 0.413
H 1.619 5.121 2.001 0.357
H 3.839 4.761 0.980 0.375
H 3.568 3.943 2.460 0.373
H 4.544 2.222 0.773 0.511
H 3.507 2.870 -0.406 0.307
H 2.528 0.703 -1.011 0.057
H 2.221 -0.567 0.275 0.308
H 3.827 -0.034 0.011 0.541
H 2.493 0.302 2.900 0.351
H 3.420 1.678 3.171 0.298
H 4.135 0.267 2.399 0.479
H 0.300 0.923 2.320 0.231
C -4.095 5.856 -1.548 -0.775
C -4.707 4.707 -0.846 0.447
N -5.103 3.829 -0.221 -0.458
H -4.057 6.694 -0.871 0.285
H -4.671 6.175 -2.446 0.273
H -3.093 5.676 -1.887 0.242
C 0.758 1.782 -3.010 -1.101
C 0.205 0.469 -2.945 0.687
N -0.305 -0.559 -2.822 -0.490
H 1.781 1.816 -3.358 0.431
H 0.576 2.313 -2.075 0.029
H 0.281 2.317 -3.847 0.417
C -2.757 1.568 -1.446 -0.704
C -2.217 2.757 -2.119 0.493
N -1.678 3.671 -2.600 -0.601
H -2.800 0.643 -2.097 0.286
H -3.762 1.792 -1.171 0.413
H -2.118 1.268 -0.640 0.106
```

Properties
Energy = -37191.8789 eV
LUMO energy = 0.6 eV
Net charge = 0
M = 437.67 g mol⁻¹
Structure (SMILES) = CC1(C)CCCC(C)(C)N1O.CC1(C)CCCC(C)(C)N1O.CC#N.CC#N.CC#N
Highest occupied orbital energy = -7.984 eV
Kohn-Sham gap = 8.56 eV

***

Which formula does entry 3 have? C24H47N5O2